[1]
ORCA calculation (wB97M-V/def2-TZVPD) on the ion C23H29N2O2 with charge +1.

## Properties
LUMO = -0.088 hartree
Total charge = +1
Orbital gap = 8.2 eV
Highest occupied orbital energy = -10.60 eV

Atoms and positions in Å:
C: 5.0433 4.0161 0.3013
O: 5.5010 2.7999 -0.7599
C: 5.0834 1.6170 -0.2787
C: 4.1947 1.1749 0.8605
C: 3.9897 -0.0235 0.7547
C: 4.5262 -0.9903 -0.0338
C: 4.2527 -2.3841 0.2703
C: 3.1829 -3.0242 -0.7242
N: 1.9718 -1.9690 -0.5841
C: 0.9734 -2.2050 0.3376
C: -0.1459 -1.0515 0.5746
C: 0.2666 0.2432 0.7211
C: -1.0180 1.0338 0.3414
C: -1.3281 2.4513 0.7765
N: -2.0057 -0.0134 0.3643
C: -3.3444 0.1877 -0.1687
C: -4.2540 -0.2898 0.8049
C: -5.6462 -0.1896 0.5430
C: -6.0404 0.6949 -0.4884
O: -7.3941 1.2188 -0.7042
C: -8.2506 0.5100 0.1539
C: -4.9786 1.5073 -1.2849
C: -3.6627 1.0402 -1.2733
C: -1.3639 -1.1745 0.1365
C: -2.0341 -2.6096 -0.2888
C: 5.4715 -0.6520 -0.9716
C: 5.6503 0.9261 -1.1376
H: 5.5781 4.9215 -0.1866
H: 5.4749 3.9771 1.2263
H: 3.9564 4.0520 0.1494
H: 3.8820 2.1190 1.5707
H: 3.4962 -0.4045 1.8218
H: 3.8797 -2.6788 1.1228
H: 5.0373 -3.1266 0.1810
H: 3.7425 -2.7338 -1.8862
H: 2.8555 -3.9613 -0.5080
H: 1.5922 -1.7415 -1.6083
H: 2.3988 -0.9364 -0.3483
H: 0.6133 -3.1379 0.2106
H: 1.5923 -2.1653 1.3202
H: 1.1144 0.4860 1.0431
H: -2.4115 2.3359 1.4127
H: -0.5746 2.7201 1.5024
H: -1.4110 2.9478 -0.1827
H: -3.8358 -1.0247 1.5983
H: -6.4624 -0.4344 1.1531
H: -9.3822 1.0609 -0.2037
H: -8.3453 0.8820 1.0606
H: -8.4158 -0.6470 -0.0088
H: -5.3494 1.9818 -2.1208
H: -2.9373 1.4703 -1.4857
H: -2.3209 -3.2127 0.5762
H: -2.9678 -2.1216 -1.0085
H: -1.6339 -3.0923 -0.8942
H: 5.9190 -1.5265 -1.7115
H: 6.2745 1.1462 -2.0382

Forces on atoms 1 to 2 (eV/Å):
0.894 0.485 -6.554
-2.066 7.126 5.139

***

[2]
ORCA calculation (wB97M-V/def2-TZVPD) on a structure of composition C60H55BBaBr5GeN3O6PS.

## Properties
⟨S²⟩ = 0.7876
LUMO (spin up / spin down) = 0.127 / 0.127 hartree
Total charge = -2
Orbital gap (spin up / spin down) = 5.3 / 5.4 eV
2S+1 = 2
Highest occupied orbital energy (spin up / spin down) = -1.90 / -1.91 eV

Atoms and positions in Å:
Ba: 1.4455 -0.9293 -0.4640
C: -2.6816 5.1264 0.3132
C: -2.8069 4.3771 -0.9881
C: -3.9677 4.6101 -1.7262
C: -4.1886 4.0184 -2.9590
C: -3.2312 3.1682 -3.4858
C: -2.0769 2.9078 -2.7620
C: -1.8447 3.4955 -1.5168
P: -0.2346 2.9584 -0.8011
C: -0.5839 2.9701 1.0006
C: -1.6002 2.0570 1.2844
C: -2.0782 1.8667 2.5704
C: -1.5094 2.5807 3.6112
C: -0.4637 3.4527 3.3453
C: 0.0227 3.6618 2.0563
C: 1.1766 4.6183 1.8931
C: 0.8195 4.4254 -1.1958
C: 0.3133 5.7091 -1.3561
C: 1.1378 6.8097 -1.5484
C: 2.5206 6.6361 -1.5784
C: 3.0497 5.3638 -1.4866
C: 2.2180 4.2324 -1.3489
C: 2.8245 2.9449 -1.4152
H: -3.3372 5.9989 0.2831
H: -1.6701 5.4673 0.5160
H: -2.9690 4.5095 1.1655
H: -4.7099 5.2868 -1.3180
H: -5.1033 4.2225 -3.5023
H: -3.3805 2.6893 -4.4445
H: -1.3627 2.1922 -3.1576
H: -2.0400 1.4739 0.4802
H: -2.8720 1.1502 2.7387
H: -1.8453 2.4379 4.6303
H: 0.0252 3.9762 4.1592
H: 1.5065 4.9457 2.8786
H: 0.9160 5.5010 1.3078
H: 2.0193 4.1357 1.4043
H: -0.7603 5.8528 -1.3103
H: 0.7048 7.7956 -1.6566
H: 3.1826 7.4848 -1.6943
H: 4.1185 5.2088 -1.5462
H: 3.8949 2.8435 -1.4885
H: 2.2316 2.0467 -1.4704
Br: 3.1855 -6.4264 -5.1343
C: 3.0096 -4.7112 -4.3544
C: 3.5178 -3.5868 -4.9692
Br: 4.3850 -3.7187 -6.6482
C: 3.4100 -2.3304 -4.3440
Br: 4.0735 -0.7527 -5.1332
C: 2.8094 -2.1676 -3.0975
O: 2.6812 -1.0291 -2.4765
C: 2.2157 -3.3487 -2.4761
O: 1.5537 -3.1841 -1.3683
C: 2.3616 -4.5794 -3.1132
Br: 1.6107 -6.0528 -2.1979
C: -1.5709 -1.8476 1.1750
Ge: -2.1224 -1.2196 -0.7027
C: -2.6847 -2.9637 -1.4984
C: -3.7189 -3.0048 -2.4434
C: -4.0581 -4.1677 -3.1198
C: -3.3556 -5.3452 -2.8834
C: -2.3157 -5.3295 -1.9666
C: -1.9904 -4.1584 -1.2878
C: -3.9597 -0.4938 -0.2244
C: -4.1956 0.7991 -0.6201
C: -5.3106 1.5655 -0.1706
C: -6.1994 1.0273 0.7016
C: -6.0519 -0.3284 1.1128
C: -7.0029 -0.9291 1.9806
C: -6.9164 -2.2467 2.3162
C: -5.8700 -3.0341 1.7741
C: -4.9335 -2.4685 0.9605
C: -4.9680 -1.0834 0.6272
H: -2.3521 -2.3572 1.7396
H: -1.2074 -1.0035 1.7652
H: -0.7389 -2.5547 1.0839
H: -4.2875 -2.1016 -2.6472
H: -4.8741 -4.1551 -3.8349
H: -3.6082 -6.2541 -3.4156
H: -1.7342 -6.2264 -1.7894
H: -1.1446 -4.1768 -0.6096
H: -3.4768 1.2895 -1.2690
H: -5.4158 2.5888 -0.5116
H: -7.0334 1.6061 1.0841
H: -7.8126 -0.3124 2.3561
H: -7.6505 -2.6912 2.9760
H: -5.8147 -4.0913 2.0007
H: -4.1505 -3.0723 0.5250
Br: 6.3820 1.1358 -2.1655
C: 6.3980 -0.1596 -0.7590
C: 7.6275 -0.7095 -0.4048
C: 7.6287 -1.6433 0.6088
C: 6.4288 -1.9871 1.2195
C: 5.2734 -1.3741 0.7723
N: 5.2559 -0.4688 -0.2126
H: 8.5307 -0.4124 -0.9148
H: 8.5606 -2.0993 0.9191
H: 6.3796 -2.7064 2.0236
H: 4.3127 -1.6066 1.2168
N: -0.3993 -1.6511 -4.0399
C: -0.8024 -0.4168 -4.4089
N: -1.8765 -0.4297 -5.3078
O: -0.3182 0.6303 -4.0290
H: -0.6752 -2.4519 -4.5801
H: 0.3500 -1.8011 -3.3869
H: -2.5017 -1.2159 -5.2124
H: -2.3472 0.4624 -5.2999
O: 3.0056 1.8760 2.1096
B: 2.0362 0.8348 1.5567
O: 1.3574 0.3980 2.8134
C: 1.8817 1.0539 3.8604
C: 1.5360 0.9183 5.1838
C: 2.1972 1.7348 6.1121
C: 3.1684 2.6388 5.6946
C: 3.5156 2.7508 4.3399
C: 2.8583 1.9413 3.4410
H: 0.7619 0.2236 5.4782
H: 1.9465 1.6644 7.1620
H: 3.6655 3.2634 6.4252
H: 4.2647 3.4529 4.0001
O: 1.9718 -2.4721 1.5548
S: 1.4138 -3.9131 1.3493
C: 2.8559 -4.9475 1.4218
C: 3.2683 -4.8986 2.8900
C: 1.9807 -5.2171 3.6554
C: 0.8520 -4.4075 2.9813
H: 3.5571 -4.5475 0.6926
H: 2.5523 -5.9461 1.0966
H: 3.5933 -3.8813 3.1194
H: 4.0893 -5.5789 3.1194
H: 2.0586 -4.9921 4.7198
H: 1.7582 -6.2828 3.5613
H: 0.6305 -3.4582 3.4688
H: -0.0818 -4.9554 2.8660

Forces on atoms 1 to 2 (eV/Å):
-1.739 1.102 -0.145
0.020 -0.067 0.118

***

[3]
ORCA calculation (wB97M-V/def2-TZVPD) on a structure of composition C23H30Cl3N4ORbS3SiTe.

## Properties
LUMO = 0.137 hartree
Total charge = -2
Orbital gap = 5.4 eV
Highest occupied orbital energy = -1.65 eV

Atoms and positions in Å:
Rb: -1.2097 0.8560 -0.5292
C: 1.9292 1.7983 2.4683
C: 0.5219 1.2808 2.6111
C: 0.2473 -0.0852 2.5733
C: -1.0527 -0.5608 2.7218
C: -1.3531 -2.0351 2.6432
C: -2.0811 0.3577 2.9267
C: -1.8373 1.7267 2.9584
C: -2.9579 2.7126 3.1474
C: -0.5295 2.1736 2.7835
H: 2.3831 1.9519 3.4518
H: 1.9340 2.7549 1.9432
H: 2.5571 1.0978 1.9174
H: 1.0515 -0.7919 2.3892
H: -2.3612 -2.1994 2.2598
H: -1.2932 -2.4961 3.6335
H: -0.6477 -2.5531 1.9911
H: -3.1014 -0.0026 3.0126
H: -2.8564 3.2319 4.1047
H: -3.9288 2.2188 3.1225
H: -2.9446 3.4645 2.3565
H: -0.3364 3.2395 2.7309
C: 2.8067 4.2872 -1.8967
C: 1.9201 3.1454 -1.4704
N: 0.6412 3.1758 -1.5286
N: 0.0671 4.2639 -2.1090
C: -0.9970 4.7105 -1.4936
N: -1.7069 5.6811 -2.1916
S: -1.5644 4.2573 0.0580
C: 2.5615 1.9029 -0.9811
C: 3.9317 1.8580 -0.7122
C: 4.5102 0.6666 -0.3039
C: 3.7159 -0.4587 -0.1751
C: 2.3601 -0.3252 -0.4495
N: 1.7949 0.8132 -0.8348
H: 2.1852 5.0897 -2.2821
H: 3.5097 3.9651 -2.6701
H: 3.3904 4.6664 -1.0532
H: -1.1746 6.1474 -2.9107
H: -2.2517 6.2781 -1.5930
H: 4.5403 2.7444 -0.8234
H: 5.5728 0.6212 -0.0946
H: 4.1137 -1.4211 0.1182
H: 1.7135 -1.1952 -0.3692
C: -2.9297 -3.5906 -2.3708
S: -3.3891 -1.8612 -2.5347
C: -3.2521 -1.7553 -4.3305
O: -2.2172 -1.1086 -2.0045
H: -3.6860 -4.2271 -2.8311
H: -2.8816 -3.7868 -1.3006
H: -1.9428 -3.7514 -2.8061
H: -4.0556 -2.3332 -4.7879
H: -2.2738 -2.1157 -4.6480
H: -3.3694 -0.7021 -4.5793
Te: 0.7065 -4.0278 -0.7939
C: 2.2996 -5.2995 -0.2790
C: 2.3768 -6.6685 -0.2597
C: 3.6410 -7.1772 0.1538
C: 4.5379 -6.1978 0.4538
S: 3.8191 -4.6486 0.2261
H: 1.5369 -7.2907 -0.5362
H: 3.8714 -8.2333 0.2260
H: 5.5562 -6.3144 0.7903
Cl: -4.9816 -1.2548 0.6971
Si: -4.8006 0.9050 0.2622
Cl: -6.4931 1.5789 1.4798
Cl: -5.8464 0.8459 -1.6776

Forces on atoms 1 to 2 (eV/Å):
0.154 0.429 0.288
-0.019 -0.023 -0.016

***

E_tot across the listed records, respectively: -1152.921731 -18672.136517 -4345.674762 a.u..
Strongest force on any atom across the listed records, respectively: 16.95 3.35 0.54 eV/A.
Energy above the lowest of the compared OMol25 structures with the same formula, charge and spin across the listed records, respectively: 1838.19 74.13 43.09 kJ/mol.